[1]
The following is a DFT calculation (ωB97M-V/def2-TZVPD) of 2 unconnected molecules or ions with the total composition C12H26B3NO5.

```
47
Properties=species:S:1:pos:R:3
C -1.76018 -0.77135 -4.26052
C -1.13341 -1.69115 -3.20813
C -0.71875 -0.95820 -1.94489
O -1.72057 -0.02693 -1.50971
B -2.72604 -0.39591 -0.70413
O -3.65382 0.55799 -0.30091
B -4.09188 0.48265 0.99470
O -3.74268 -0.61513 1.75679
B -2.97428 -1.64494 1.22900
C -2.21063 -2.63380 2.16994
C -1.27734 -1.82265 3.08019
C -0.18109 -1.16097 2.25075
C 0.92224 -0.48200 3.05451
C 2.08939 -0.00567 2.17873
O 2.32496 1.38771 2.29923
C 1.74831 2.15564 1.25989
C 2.14485 3.60265 1.45751
O -2.81934 -1.66653 -0.14428
H -1.48737 -1.08743 -5.26738
H -2.84932 -0.76389 -4.21198
H -1.42481 0.25859 -4.12783
H -1.81331 -2.50754 -2.95309
H -0.22602 -2.14462 -3.61369
H -0.52962 -1.66874 -1.13537
H 0.18589 -0.37665 -2.10629
H -4.73427 1.35746 1.47636
H -1.61284 -3.30691 1.54892
H -2.88448 -3.26475 2.75553
H -1.85026 -1.04841 3.59912
H -0.83427 -2.46183 3.84799
H 0.25845 -1.90612 1.57675
H -0.63379 -0.39956 1.59809
H 1.27439 -1.16528 3.83228
H 0.52004 0.39999 3.56056
H 3.01974 -0.50791 2.45201
H 1.88585 -0.25096 1.12771
H 0.65308 2.05748 1.26859
H 2.09678 1.77688 0.28957
H 1.50870 4.25886 0.86366
H 2.03968 3.87293 2.50794
H 3.18187 3.76607 1.16562
C 4.40838 2.00422 -3.28616
C 3.31519 1.12653 -2.88481
N 2.45657 0.43780 -2.55947
H 5.26163 1.41004 -3.60770
H 4.08898 2.64284 -4.10752
H 4.70568 2.62778 -2.44495
```

The calculation puts the total energy at -978.65991 Eh. The HOMO energy comes out at -9.48 eV.

Per-atom Mulliken charges, elementary charge units: -1.12, -0.50, 0.30, -0.65, 0.69, -0.54, 0.77, -0.72, 0.34, -0.67, -0.76, 0.04, -0.75, -0.52, -0.44, 0.32, -1.37, -0.16, 0.37, 0.27, 0.27, 0.27, 0.39, 0.13, 0.09, -0.17, 0.26, 0.35, 0.31, 0.44, 0.29, 0.00, 0.36, 0.35, 0.36, 0.25, 0.14, 0.08, 0.38, 0.34, 0.30, -0.84, 0.34, -0.38, 0.28, 0.26, 0.27



[2]
The following is a DFT calculation (ωB97M-V/def2-TZVPD) of 5 unconnected molecules or ions with the total composition C12H26BBr8F3INO4P.

```
57
Properties=species:S:1:pos:R:3
C 3.37008 1.95694 1.44902
O 3.08195 1.72472 0.07778
B 1.84518 1.83160 -0.49927
O 1.74700 1.37286 -1.80420
C 0.58025 2.41615 0.26189
O -0.64631 1.86761 -0.19461
P -1.99077 2.62760 0.61836
N -3.00140 1.25963 0.26236
I -2.77688 3.76704 -1.80205
O -0.98527 4.05566 0.78178
C 0.23898 3.91960 0.13800
C 1.24547 4.88774 0.71619
F 2.43571 4.75571 0.06999
F 0.88716 6.16580 0.59810
F 1.50892 4.67918 2.01986
H 2.56750 1.57950 2.09763
H 3.50184 3.02990 1.63242
H 4.30056 1.42936 1.68525
H 2.09340 0.48152 -1.92834
H 0.65398 2.19695 1.34827
H -1.58835 2.09742 1.87128
H -3.03191 3.39925 1.14354
H -3.58700 1.48062 -0.54332
H -2.40591 0.49094 -0.03323
H 0.14584 4.16787 -0.93744
Br 0.73006 2.63598 -6.63153
C 1.32777 1.29198 -5.35659
C 0.23298 0.31817 -4.99647
Br -1.04688 1.10980 -3.78336
H 1.67630 1.83065 -4.47873
H 2.15811 0.78140 -5.84048
H 0.67412 -0.52935 -4.47080
H -0.30174 -0.03695 -5.87346
Br 0.10957 -3.28943 2.04323
C -1.24282 -3.07022 0.66233
C -0.60030 -2.78777 -0.67183
Br 0.06396 -0.97121 -0.75657
H -1.87358 -2.25420 1.00002
H -1.80246 -4.00343 0.62999
H -1.32442 -2.87925 -1.47928
H 0.23666 -3.45858 -0.84853
Br 3.58308 -1.96531 1.08397
C 4.81269 -3.27616 1.80273
C 4.07804 -4.42084 2.45601
Br 3.29211 -3.91558 4.15764
H 5.45924 -2.75692 2.50430
H 5.40078 -3.64499 0.96483
H 4.76060 -5.24088 2.66824
H 3.25658 -4.77121 1.83686
Br -4.58635 -3.81807 3.56306
C -5.92140 -3.07499 2.36052
C -5.30322 -2.60273 1.06822
Br -4.30704 -0.95375 1.27680
H -6.40265 -2.26177 2.89577
H -6.63689 -3.87362 2.17711
H -6.07955 -2.40568 0.33136
H -4.61342 -3.34623 0.67536
```

The calculation puts the total energy at -22384.39004 Eh. The HOMO energy comes out at -4.67 eV. The total charge is -1.

Per-atom Mulliken charges, elementary charge units: -0.72, -0.66, 0.54, 0.19, -0.42, 0.35, 0.03, -0.57, -0.51, -0.44, 0.24, 0.69, -0.27, -0.30, -0.28, 0.30, 0.27, 0.25, 0.18, -0.19, -0.15, 0.06, 0.18, 0.21, 0.06, -0.17, -0.49, -0.58, -0.07, 0.17, 0.40, 0.25, 0.43, -0.14, -0.25, -0.64, -0.03, -0.08, 0.38, 0.38, 0.40, -0.05, -0.62, -0.60, -0.14, 0.36, 0.35, 0.36, 0.32, -0.16, -0.58, -0.62, 0.00, 0.37, 0.36, 0.38, 0.29



[3]
The following is a DFT calculation (ωB97M-V/def2-TZVPD) of 4 unconnected molecules or ions with the total composition C12H26BCl6FO3P.

```
50
Properties=species:S:1:pos:R:3
C -0.37785 1.81744 -2.48725
C -1.99219 1.97499 -2.66592
F -2.53765 3.15096 -1.88899
C -2.88477 0.62714 -2.41869
C -2.56425 -0.25721 -1.11661
O -2.26883 0.72286 -0.01763
B -1.03089 0.35244 0.75637
O -0.18146 -0.42117 -0.21896
C -1.26296 -1.20920 -0.91113
P -0.70587 -2.47856 -2.22931
C -1.21198 -2.05595 -3.99863
O 1.06864 -2.36949 -2.23540
H 0.12834 2.60250 -3.23099
H 0.04968 0.73439 -2.66334
H -0.12317 2.24274 -1.40043
H -2.17026 2.27876 -3.80780
H -2.91523 0.05250 -3.46163
H -4.00940 1.01836 -2.29236
H -3.58358 -0.74721 -0.73339
H -0.32221 1.22802 1.10247
H -1.28717 -0.38303 1.63834
H -1.63337 -1.94439 -0.03945
H -2.39718 -2.10977 -4.07898
H -0.82062 -2.93258 -4.70302
H -0.76420 -1.01625 -4.29108
H 1.40170 -2.77294 -1.36380
Cl 1.42081 2.43629 2.74691
C 0.25840 2.57084 4.08996
C 0.49678 1.52057 5.16295
Cl 0.10416 -0.12180 4.59531
H -0.75118 2.50061 3.67377
H 0.38194 3.57140 4.51543
H -0.14532 1.71874 6.02625
H 1.53653 1.52203 5.50496
Cl -0.75377 -5.57310 -5.93270
C 0.70152 -5.71722 -4.91563
C 0.41454 -6.42163 -3.59932
Cl -0.60526 -5.43853 -2.51894
H 1.10533 -4.71279 -4.75613
H 1.43399 -6.29061 -5.49193
H 1.35123 -6.60906 -3.06609
H -0.08541 -7.38254 -3.75663
Cl 4.69445 2.68940 5.24480
C 3.76365 4.20270 5.11588
C 3.15285 4.61605 6.44526
Cl 1.85290 3.51212 6.96023
H 2.99873 4.06643 4.34533
H 4.45994 4.97329 4.77126
H 2.70617 5.61071 6.35586
H 3.90379 4.65072 7.24084
```

The calculation puts the total energy at -3925.72353 Eh. The HOMO energy comes out at -4.00 eV. The total charge is -1.

Per-atom Mulliken charges, elementary charge units: -0.72, 0.22, -0.39, -0.54, 0.13, -0.65, 1.52, -0.87, -0.31, 0.30, -0.67, -0.59, 0.33, 0.08, 0.14, 0.25, 0.20, 0.31, 0.14, -0.43, -0.36, 0.11, 0.24, 0.11, 0.26, 0.30, -0.23, -0.40, -0.43, -0.17, 0.36, 0.33, 0.30, 0.17, -0.20, -0.46, -0.49, -0.15, 0.28, 0.35, 0.28, 0.34, -0.18, -0.29, -0.49, -0.15, 0.14, 0.35, 0.28, 0.36



[4]
The following is a DFT calculation (ωB97M-V/def2-TZVPD) of a molecular structure, C12H26BNO4PPdS2.

```
48
Properties=species:S:1:pos:R:3
C -2.10230 -2.83812 1.26779
C -3.02956 -2.20145 0.23015
O -2.41707 -1.08994 -0.43846
C -2.64881 0.09780 0.32315
B -1.52317 1.23714 -0.08598
O -0.96267 1.12949 -1.39735
C 0.27949 0.55284 -1.11153
C 1.18879 0.19397 -2.27081
C 1.21364 -1.32675 -2.46129
O 0.47528 -1.78842 -3.24747
N 2.14725 -2.11391 -1.74553
C 1.62689 -2.56103 -0.45259
C 2.47279 -3.33592 -2.51162
C 0.75937 1.45912 0.06054
C 0.95602 2.97971 -0.25368
S 1.33393 4.05598 1.13794
C -0.20556 4.22372 2.08235
C -0.28105 3.22442 3.26500
P 2.33189 0.95954 0.95216
S 3.93547 1.36408 -0.09116
O -0.42968 1.46373 0.82386
H -1.13546 -2.35654 1.15828
H -1.97323 -3.89089 1.07710
H -2.43135 -2.64726 2.27828
H -3.19481 -2.99688 -0.56361
H -3.99820 -1.93783 0.63848
H -2.58694 -0.13597 1.38763
H -3.64304 0.46437 0.11386
H -2.15776 2.29685 -0.04702
H -0.00181 -0.37551 -0.58999
H 0.82463 0.63201 -3.18573
H 2.21519 0.51818 -2.11636
H 1.24873 -1.75943 0.16859
H 0.84965 -3.32618 -0.53898
H 2.44799 -3.00915 0.09564
H 2.54787 -3.13279 -3.56749
H 3.38511 -3.73243 -2.08202
H 1.70940 -4.10197 -2.38879
H 0.09781 3.39090 -0.77138
H 1.80806 3.05441 -0.92899
H -0.25896 5.21792 2.49740
H -1.06207 4.13010 1.42802
H -0.14738 3.70996 4.21933
H -1.18155 2.63105 3.23968
H 0.53516 2.52148 3.16297
H 2.42813 1.62910 2.18114
H 2.30840 -0.41408 1.25351
Pd -3.75452 -2.06539 -2.19503
```

The calculation puts the total energy at -2118.52616 Eh. The HOMO energy comes out at -11.15 eV. The total charge is +1.

Per-atom Mulliken charges, elementary charge units: -0.99, -0.20, -0.03, -0.63, 0.39, -0.66, 0.42, -0.77, 0.34, -0.52, 0.08, -0.78, -0.98, 0.29, -1.11, -0.02, -0.38, -0.76, 0.37, -0.31, -0.21, 0.05, 0.36, 0.35, 0.20, 0.65, 0.42, 0.28, -0.01, -0.15, 0.44, 0.32, -0.25, 0.43, 0.47, 0.37, 0.35, 0.33, 0.48, 0.46, 0.50, 0.22, 0.39, 0.18, 0.11, 0.15, 0.13, 0.24



[5]
The following is a DFT calculation (ωB97M-V/def2-TZVPD) of 6 unconnected molecules or ions with the total composition C12H26ClO23PS6.

```
69
Properties=species:S:1:pos:R:3
C 1.59901 -0.75751 4.45364
P 0.97810 -2.10570 5.51190
C 0.53451 -3.43066 4.35802
O -0.43625 -1.57099 6.31145
S -1.84108 -1.12066 5.63992
O -2.41168 -2.26233 4.95737
O -1.25194 -0.08713 4.43071
Cl -1.50503 -0.62272 2.85600
H 1.68335 0.16623 5.02972
H 1.03533 -0.58366 3.53031
H 2.59990 -1.10489 4.16354
H -0.30704 -3.24938 3.68046
H 0.40052 -4.36090 4.91737
H 1.44094 -3.54781 3.74447
C 2.23217 -4.30970 -1.17376
C 1.00543 -4.54544 -0.31512
O 1.49853 -5.32769 0.78157
S 2.99743 -4.89574 1.12616
O 2.98366 -3.96387 2.19856
O 3.80040 -6.06258 1.17777
O 3.28584 -4.09311 -0.22372
H 2.47977 -5.18715 -1.77443
H 2.13987 -3.43712 -1.81458
H 0.22412 -5.09801 -0.82973
H 0.59890 -3.61036 0.07626
C 0.10534 4.60942 2.79308
C 0.40256 5.11952 4.18564
O -0.61702 4.51739 4.99869
S -0.97249 3.06450 4.42893
O -0.25716 2.08095 5.15792
O -2.38188 2.97830 4.27659
O -0.28923 3.24216 2.99879
H -0.72846 5.14988 2.34027
H 0.95481 4.63377 2.11871
H 0.33376 6.20103 4.26416
H 1.37919 4.78418 4.54052
C 1.73644 1.41712 -1.60384
C 3.13466 1.98184 -1.74588
O 3.04260 3.28388 -1.13981
S 1.99850 3.24631 0.06329
O 2.68755 3.10370 1.29704
O 1.07463 4.30914 -0.14293
O 1.30884 1.86280 -0.30246
H 1.05660 1.83208 -2.35080
H 1.71565 0.33482 -1.65215
H 3.45106 2.08090 -2.78022
H 3.86687 1.38991 -1.19388
C -0.89468 -2.73790 -5.15564
C -1.42979 -1.33163 -5.32584
O -0.54235 -0.52221 -4.53617
S 0.92146 -1.13554 -4.57330
O 1.70748 -0.45543 -5.53876
O 1.36961 -1.26429 -3.22736
O 0.53847 -2.57302 -5.14519
H -1.19776 -3.16605 -4.19856
H -1.18172 -3.40541 -5.96298
H -2.44850 -1.23072 -4.97007
H -1.36746 -0.99742 -6.36312
C -3.52543 3.03336 -3.86082
C -4.55832 2.76264 -2.78410
O -5.11541 1.48956 -3.15670
S -3.99479 0.58521 -3.82922
O -3.44013 -0.29527 -2.86132
O -4.49029 0.08695 -5.06474
O -2.93664 1.74522 -4.10967
H -3.98577 3.38878 -4.78409
H -2.75352 3.72884 -3.54295
H -5.34789 3.50770 -2.75395
H -4.10238 2.66764 -1.79723
```

The calculation puts the total energy at -5393.85448 Eh. The HOMO energy comes out at -7.99 eV.

Per-atom Mulliken charges, elementary charge units: -0.73, 0.01, -0.37, -0.24, 0.62, -0.48, -0.13, 0.00, 0.25, 0.14, 0.43, 0.29, 0.35, -0.07, -0.10, -0.30, -0.32, 1.04, -0.49, -0.57, -0.32, 0.29, 0.11, 0.34, 0.28, -0.01, -0.51, -0.34, 0.99, -0.45, -0.59, -0.11, 0.22, 0.13, 0.33, 0.30, -0.05, -0.35, -0.32, 1.15, -0.56, -0.59, -0.20, 0.19, 0.08, 0.32, 0.33, -0.41, -0.03, -0.09, 0.96, -0.59, -0.45, -0.35, 0.26, 0.35, 0.11, 0.23, -0.31, -0.37, -0.30, 1.04, -0.49, -0.54, -0.22, 0.27, 0.32, 0.32, 0.29



Listing max |F| for the structures above in their given order: 0.644; 1.600; 3.814; 3.323; 1.801 eV/Å.